P) DFT (the ωB97M-V functional and the def2-TZVPD basis) results for a 23-piece molecular cluster, C46H138O46 overall.

Structure (ORCA input):
```
! wB97M-V def2-TZVPD RIJCOSX def2/J DEFGRID3
* xyz 0 1
C 1.18 1.55 -6.13
C 0.27 2.68 -6.69
O 0.77 2.92 -8.05
O 0.94 0.28 -6.82
H 0.91 1.26 -5.11
H 2.23 1.81 -6.24
H 0.23 3.60 -6.12
H -0.76 2.34 -6.75
H 0.96 2.13 -8.56
H 1.45 0.17 -7.62
C -0.38 -0.26 0.35
C 0.41 1.05 -0.03
O 0.15 2.17 0.75
O 0.03 -0.58 1.70
H -0.06 -1.04 -0.35
H -1.47 -0.20 0.31
H 0.22 1.27 -1.08
H 1.41 0.82 0.33
H -0.61 2.71 0.52
H 0.16 -1.53 1.73
C 0.64 1.04 5.00
C 2.07 1.11 4.48
O 2.99 1.31 5.43
O -0.29 1.09 4.01
H 0.48 1.97 5.55
H 0.63 0.19 5.68
H 2.01 1.91 3.74
H 2.18 0.20 3.89
H 2.75 2.09 5.95
H -0.03 0.54 3.27
C -5.89 -0.86 -1.53
C -6.26 -2.02 -0.50
O -6.51 -3.31 -1.19
O -4.54 -0.92 -1.95
H -5.84 0.10 -1.01
H -6.55 -0.95 -2.40
H -7.26 -1.80 -0.10
H -5.63 -2.20 0.38
H -7.00 -3.12 -2.00
H -4.65 -1.56 -2.66
C 2.50 -0.44 -2.32
C 1.50 -0.95 -3.22
O 0.30 -0.34 -2.91
O 2.76 0.97 -2.46
H 3.48 -0.88 -2.45
H 2.40 -0.82 -1.30
H 1.41 -2.04 -3.19
H 1.75 -0.61 -4.22
H -0.12 -0.35 -3.77
H 1.98 1.50 -2.66
C -4.41 -4.72 1.60
C -5.89 -4.90 1.57
O -6.59 -5.47 2.68
O -3.62 -5.70 0.91
H -4.20 -4.63 2.66
H -4.18 -3.78 1.11
H -6.22 -5.37 0.64
H -6.30 -3.89 1.57
H -7.54 -5.50 2.58
H -3.99 -6.56 1.16
C -1.93 -2.44 8.20
C -1.73 -1.89 6.79
O -0.40 -2.06 6.39
O -1.54 -3.76 8.47
H -2.92 -2.26 8.64
H -1.34 -1.93 8.95
H -2.21 -0.92 6.67
H -2.37 -2.53 6.18
H 0.06 -1.45 6.97
H -2.25 -4.33 8.17
C 0.75 -4.41 -4.69
C -0.01 -5.79 -4.81
O -1.13 -5.56 -5.70
O 1.44 -4.25 -5.96
H 1.61 -4.58 -4.05
H 0.07 -3.60 -4.42
H -0.46 -6.17 -3.90
H 0.63 -6.58 -5.20
H -0.93 -4.86 -6.32
H 2.11 -3.57 -5.94
C -0.51 3.82 -2.92
C -1.56 2.70 -3.00
O -1.56 2.21 -4.26
O 0.74 3.31 -3.18
H -0.59 4.43 -2.02
H -0.78 4.59 -3.64
H -2.44 3.24 -2.64
H -1.35 1.76 -2.49
H -0.76 1.71 -4.40
H 1.22 4.14 -3.20
C -1.08 -4.00 1.18
C -1.57 -3.18 0.01
O -0.75 -3.25 -1.20
O 0.05 -3.59 1.98
H -0.74 -4.99 0.86
H -1.88 -4.24 1.87
H -1.90 -2.26 0.49
H -2.48 -3.69 -0.32
H 0.06 -2.75 -1.09
H 0.35 -4.37 2.45
C 1.20 6.97 -0.30
C 0.52 8.35 0.09
O -0.80 8.32 -0.58
O 2.57 6.85 0.33
H 1.52 6.99 -1.34
H 0.59 6.07 -0.34
H 0.93 9.29 -0.27
H 0.34 8.22 1.16
H -1.36 9.05 -0.31
H 3.25 7.40 -0.08
C -2.19 -1.64 -5.23
C -2.55 -2.12 -6.61
O -1.50 -2.84 -7.28
O -1.06 -0.71 -5.20
H -2.09 -2.58 -4.67
H -3.13 -1.27 -4.82
H -2.84 -1.26 -7.20
H -3.42 -2.78 -6.61
H -1.43 -2.46 -8.16
H -0.38 -0.79 -5.87
C -4.96 -0.50 3.98
C -4.47 -1.88 3.68
O -3.15 -1.71 3.08
O -4.27 0.34 4.84
H -5.91 -0.79 4.42
H -5.21 -0.07 3.01
H -5.22 -2.30 3.01
H -4.33 -2.65 4.44
H -2.90 -0.84 3.39
H -4.40 1.24 4.52
C -3.58 7.74 1.73
C -2.97 8.37 2.97
O -3.66 8.02 4.15
O -3.46 6.31 1.66
H -2.96 8.20 0.96
H -4.58 8.16 1.75
H -3.00 9.44 2.77
H -1.93 8.12 3.20
H -3.17 7.36 4.64
H -3.61 5.97 2.55
C -3.24 2.75 0.34
C -3.29 2.14 1.79
O -3.89 2.91 2.82
O -2.28 3.80 0.36
H -4.13 3.28 -0.02
H -2.94 1.94 -0.32
H -2.25 1.88 2.02
H -3.74 1.15 1.77
H -4.78 3.21 2.64
H -2.75 4.58 0.67
C 2.85 -6.59 1.78
C 2.55 -8.12 2.02
O 2.36 -8.34 3.44
O 1.88 -5.67 2.29
H 3.02 -6.26 0.76
H 3.80 -6.39 2.26
H 3.31 -8.75 1.57
H 1.62 -8.41 1.54
H 1.94 -9.19 3.55
H 1.77 -5.77 3.24
C 0.30 5.60 3.61
C -0.69 4.46 3.40
O -0.70 3.76 4.67
O -0.20 6.62 4.53
H 0.53 6.05 2.64
H 1.15 5.23 4.19
H -0.34 3.79 2.62
H -1.72 4.76 3.22
H -0.66 2.84 4.42
H -1.16 6.62 4.53
C 3.33 3.00 1.46
C 3.96 3.06 0.04
O 4.30 4.42 -0.27
O 2.17 3.78 1.52
H 4.18 3.32 2.06
H 3.04 1.99 1.73
H 3.28 2.67 -0.72
H 4.87 2.47 -0.06
H 3.62 4.91 0.19
H 1.48 3.12 1.40
C 4.65 -1.28 0.97
C 3.19 -1.44 1.55
O 2.40 -2.49 0.78
O 5.40 -0.28 1.68
H 4.34 -0.91 0.00
H 4.99 -2.32 0.91
H 2.62 -0.51 1.63
H 3.38 -1.89 2.52
H 1.84 -2.70 1.54
H 6.27 -0.18 1.29
C 4.61 6.42 -3.33
C 3.98 4.93 -3.45
O 3.21 4.66 -4.63
O 5.59 6.42 -4.42
H 5.05 6.67 -2.37
H 3.90 7.21 -3.59
H 3.39 4.83 -2.54
H 4.77 4.18 -3.32
H 3.83 4.69 -5.36
H 6.44 6.50 -3.99
C 5.54 1.04 -4.92
C 6.10 0.71 -3.45
O 5.80 1.62 -2.37
O 5.48 -0.21 -5.64
H 6.10 1.93 -5.22
H 4.60 1.58 -5.02
H 7.18 0.73 -3.53
H 5.76 -0.22 -3.00
H 5.03 1.42 -1.84
H 6.34 -0.58 -5.86
C 3.98 -3.78 -1.82
C 4.73 -4.69 -2.87
O 4.78 -3.93 -4.08
O 5.03 -2.83 -1.48
H 3.81 -4.35 -0.90
H 3.08 -3.49 -2.37
H 4.11 -5.55 -3.11
H 5.69 -5.01 -2.46
H 4.22 -4.34 -4.75
H 5.51 -2.73 -2.31
C -1.79 -5.44 4.93
C -1.89 -6.93 5.20
O -1.79 -7.22 6.53
O -0.57 -4.81 5.37
H -2.57 -4.94 5.50
H -1.91 -5.34 3.85
H -1.12 -7.55 4.73
H -2.69 -7.41 4.63
H -1.06 -6.66 6.81
H -0.60 -3.85 5.32
*
```

Properties
- Gap between HOMO and LUMO: 9.05 eV

Q) DFT (the ωB97M-V functional and the def2-TZVPD basis) results for a 23-piece molecular cluster, C46H138O46 overall.

Structure (ORCA input):
```
! wB97M-V def2-TZVPD RIJCOSX def2/J DEFGRID3
* xyz 0 1
C -3.90 -3.70 0.00
C -3.32 -4.60 1.18
O -3.68 -4.07 2.43
O -3.19 -2.44 -0.06
H -4.94 -3.39 0.18
H -3.90 -4.19 -0.97
H -2.25 -4.79 1.09
H -3.77 -5.57 1.01
H -4.38 -4.65 2.74
H -3.53 -1.89 0.64
C 5.24 3.03 -4.17
C 6.23 2.76 -5.22
O 6.84 1.49 -5.05
O 6.07 3.23 -3.03
H 4.56 2.20 -3.99
H 4.48 3.79 -4.38
H 6.94 3.59 -5.22
H 5.78 2.74 -6.21
H 7.51 1.51 -4.36
H 5.50 3.49 -2.30
C 1.86 -3.94 -0.94
C 0.36 -3.95 -0.40
O 0.37 -4.93 0.74
O 2.26 -5.27 -1.27
H 2.61 -3.39 -0.38
H 1.92 -3.20 -1.73
H -0.31 -4.30 -1.19
H -0.05 -3.05 0.06
H 0.79 -5.70 0.35
H 2.94 -5.28 -1.94
C -1.54 4.10 -1.45
C -2.27 4.35 -0.15
O -2.53 3.15 0.56
O -0.18 3.64 -1.35
H -1.63 5.04 -2.00
H -2.03 3.32 -2.03
H -3.25 4.81 -0.27
H -1.73 5.07 0.45
H -1.75 2.60 0.49
H 0.26 4.09 -0.62
C 0.10 6.29 2.54
C 0.95 5.03 2.28
O 1.28 4.99 0.91
O 0.83 7.51 2.36
H -0.23 6.25 3.58
H -0.78 6.40 1.91
H 0.37 4.15 2.56
H 1.91 4.98 2.78
H 1.94 5.64 0.64
H 0.37 8.14 2.92
C -2.64 -0.40 -3.03
C -1.86 -1.71 -2.98
O -0.92 -1.79 -4.03
O -3.37 -0.28 -4.26
H -1.94 0.42 -2.86
H -3.46 -0.36 -2.31
H -2.54 -2.56 -2.98
H -1.35 -1.78 -2.02
H -1.45 -1.90 -4.82
H -4.15 -0.82 -4.11
C 1.99 -0.11 -5.29
C 2.31 -1.63 -5.47
O 3.65 -1.91 -5.87
O 2.70 0.52 -4.23
H 0.93 -0.05 -5.05
H 2.00 0.41 -6.25
H 1.58 -2.14 -6.10
H 2.13 -2.07 -4.49
H 4.18 -1.47 -5.20
H 2.12 1.26 -4.06
C 0.12 2.92 -4.52
C 0.26 4.36 -4.93
O -0.34 5.29 -4.14
O 1.11 2.55 -3.59
H 0.31 2.22 -5.34
H -0.86 2.55 -4.21
H -0.08 4.44 -5.96
H 1.27 4.72 -5.10
H 0.34 5.51 -3.50
H 0.89 2.96 -2.75
C -2.01 3.28 5.10
C -1.29 3.20 6.45
O -2.10 2.51 7.35
O -2.88 4.37 5.09
H -2.67 2.45 4.82
H -1.31 3.48 4.29
H -0.92 4.17 6.79
H -0.36 2.65 6.32
H -1.54 2.08 8.01
H -2.93 4.65 4.17
C -0.40 -5.03 3.94
C -0.39 -5.01 5.49
O 0.94 -4.89 6.00
O 0.37 -6.04 3.30
H 0.11 -4.16 3.53
H -1.36 -4.92 3.44
H -0.82 -5.95 5.85
H -0.98 -4.15 5.80
H 0.81 -4.86 6.96
H 0.38 -5.89 2.35
C -2.49 -0.95 3.33
C -3.51 -0.29 2.39
O -4.53 -1.19 1.85
O -1.78 -2.05 2.84
H -3.14 -1.21 4.16
H -1.82 -0.20 3.76
H -2.96 0.21 1.60
H -4.01 0.51 2.95
H -5.15 -1.43 2.53
H -2.44 -2.74 2.75
C -2.36 -0.31 -7.68
C -1.21 0.31 -6.83
O -0.19 0.93 -7.58
O -2.72 0.60 -8.71
H -3.16 -0.53 -6.97
H -2.03 -1.26 -8.11
H -0.62 -0.49 -6.38
H -1.56 1.03 -6.09
H -0.65 1.75 -7.78
H -3.25 0.08 -9.32
C -5.03 5.22 2.89
C -5.34 3.72 2.94
O -5.02 3.13 1.68
O -3.70 5.44 2.55
H -5.39 5.60 3.85
H -5.71 5.81 2.27
H -6.42 3.70 2.79
H -4.97 3.23 3.85
H -4.07 3.04 1.52
H -3.52 6.36 2.35
C 3.81 2.79 -0.49
C 4.68 1.61 0.15
O 5.18 1.89 1.38
O 4.60 3.92 -0.82
H 3.02 3.16 0.17
H 3.31 2.34 -1.35
H 5.45 1.27 -0.54
H 3.93 0.82 0.20
H 5.09 1.06 1.86
H 4.49 4.53 -0.09
C -0.37 -0.97 6.80
C 0.25 -0.46 8.12
O -0.50 0.49 8.81
O -1.41 -1.85 7.10
H 0.39 -1.54 6.25
H -0.55 -0.13 6.13
H 1.24 -0.06 7.91
H 0.42 -1.14 8.96
H -1.09 -0.05 9.34
H -2.05 -1.28 7.54
C 3.02 -2.53 3.91
C 2.54 -1.61 2.81
O 1.28 -1.01 3.18
O 3.70 -1.82 4.97
H 3.60 -3.30 3.39
H 2.20 -3.09 4.36
H 2.26 -2.24 1.97
H 3.22 -0.84 2.44
H 0.53 -1.56 2.94
H 4.00 -2.48 5.59
C -5.72 0.70 -0.70
C -6.98 1.14 0.03
O -6.88 1.10 1.48
O -5.61 -0.63 -0.57
H -4.89 1.15 -0.17
H -5.79 0.93 -1.76
H -7.74 0.47 -0.36
H -7.21 2.17 -0.24
H -6.19 1.74 1.68
H -5.26 -0.84 0.31
C 2.37 2.06 5.51
C 3.82 1.45 5.24
O 4.03 0.39 6.26
O 2.45 3.01 6.55
H 1.60 1.35 5.83
H 2.07 2.50 4.56
H 4.62 2.18 5.38
H 3.90 1.16 4.19
H 3.95 -0.47 5.83
H 3.15 3.62 6.30
C -0.71 0.27 -0.03
C 0.51 0.21 -1.02
O 1.55 -0.41 -0.30
O -0.48 1.04 1.10
H -0.90 -0.77 0.23
H -1.62 0.67 -0.49
H 0.88 1.20 -1.31
H 0.24 -0.42 -1.86
H 2.21 -0.63 -0.97
H 0.22 0.66 1.63
C 4.82 -1.64 -2.27
C 5.93 -0.97 -2.97
O 5.79 -0.98 -4.32
O 3.72 -0.83 -2.05
H 5.09 -1.87 -1.24
H 4.48 -2.58 -2.70
H 6.88 -1.45 -2.73
H 6.11 -0.02 -2.46
H 6.13 -0.16 -4.69
H 3.65 -0.28 -2.83
C 6.96 -0.24 2.71
C 7.50 -1.55 2.06
O 7.36 -2.63 3.03
O 5.51 -0.35 2.72
H 7.41 0.56 2.11
H 7.30 -0.06 3.72
H 8.56 -1.38 1.83
H 6.99 -1.78 1.13
H 8.13 -3.18 2.87
H 5.27 -1.00 3.38
C -5.60 -3.77 -4.65
C -6.06 -3.13 -3.31
O -5.25 -2.04 -2.98
O -4.36 -4.43 -4.41
H -5.59 -2.99 -5.42
H -6.27 -4.57 -4.94
H -6.02 -3.85 -2.49
H -7.08 -2.77 -3.39
H -5.56 -1.71 -2.13
H -4.36 -4.99 -3.63
C -1.10 -5.36 -4.83
C -1.26 -4.71 -6.23
O -2.14 -3.60 -6.21
O -1.93 -6.47 -4.56
H -1.25 -4.65 -4.01
H -0.10 -5.79 -4.75
H -1.48 -5.46 -6.98
H -0.28 -4.39 -6.57
H -2.92 -3.83 -5.69
H -2.77 -6.21 -4.17
*
```

Properties
- Gap between HOMO and LUMO: 9.13 eV

Result of the stability comparison: Q) is the most stable of them.